No. 1
97
Properties=species:S:1:pos:R:3:mulliken_charge:R:1 method="wB97M-V/def2-TZVPD" lumo_ev=2.8 total_charge=-1
Au -0.156 0.231 0.235 0.654
O 0.816 2.675 2.027 -0.672
O -2.046 2.101 -1.431 -0.726
O -0.489 6.307 -0.281 -0.703
N 1.863 -0.789 0.007 1.519
N -0.813 -2.078 0.333 1.020
N -0.650 2.285 0.326 -0.127
N 0.180 4.453 0.809 0.150
C -2.051 -3.863 1.458 0.486
C 3.367 -2.102 -1.359 -0.931
C 2.511 -3.913 -2.718 -1.073
C 1.272 -3.696 -2.174 -0.840
C -4.426 -2.433 1.183 -0.500
C 3.677 -1.992 2.373 -1.289
C 3.502 0.696 -3.352 -1.876
C 2.499 0.955 -2.224 1.521
C 4.431 1.375 1.581 -1.216
C -3.241 -1.855 0.747 0.257
C 3.246 -0.546 2.615 0.358
C 2.882 0.180 0.175 -0.045
C -1.190 4.763 -3.011 -1.297
C 2.072 -1.805 -0.817 -0.041
C 0.399 -3.923 2.303 -1.570
C -2.916 4.489 0.513 -0.844
C -4.317 -0.278 -0.927 -1.978
C 1.678 2.209 -2.526 -1.832
C 4.734 2.247 0.550 -1.509
C -3.274 -4.400 1.858 -0.727
C 3.513 0.343 1.420 0.596
C -0.639 5.125 -0.045 -0.053
C -1.474 2.808 -0.620 -0.177
C -4.460 -3.710 1.711 -1.466
C -3.593 0.541 1.346 -1.285
C -0.307 -2.752 -0.645 -0.847
C 3.568 -3.102 -2.265 -0.669
C -0.449 -5.755 0.792 -1.438
C -1.804 4.308 -0.567 2.436
C -4.272 3.910 0.122 -1.495
C 3.182 1.059 -0.875 0.539
C 4.102 2.081 -0.669 -0.563
C 0.131 3.079 1.112 -0.107
C -3.308 -0.440 0.210 2.558
C -0.828 -4.699 1.835 0.362
C -2.259 4.839 -1.928 -1.201
C 1.810 -0.459 3.131 -0.708
C -2.044 -2.594 0.837 -0.864
C 1.014 -2.696 -1.213 0.619
H 1.800 0.116 -2.187 -0.038
H 2.978 0.555 -4.299 0.445
H -5.341 -0.226 -0.549 0.387
H 0.901 4.974 1.292 0.315
H -3.125 4.262 -2.242 0.462
H 1.493 0.578 3.240 0.176
H 1.171 2.109 -3.487 0.546
H 4.571 -3.275 -2.641 0.392
H -0.300 5.326 -2.729 0.299
H 4.099 -0.194 -3.160 0.398
H 1.737 -0.956 4.102 0.577
H -4.105 0.639 -1.476 0.346
H -5.342 -1.864 1.093 0.353
H 1.123 -0.948 2.445 -0.451
H 5.443 3.052 0.698 0.373
H -1.565 5.184 -3.945 0.467
H 4.904 1.501 2.548 0.322
H -2.335 -0.171 -0.187 -0.769
H -4.261 -1.113 -1.627 0.426
H -3.277 -5.379 2.324 0.420
H 4.180 1.543 -3.469 0.340
H -5.395 -4.151 2.031 0.356
H -2.574 4.024 1.442 0.302
H 0.012 -5.305 -0.083 0.252
H 3.573 -2.573 3.292 0.447
H -4.939 3.901 0.986 0.375
H 2.309 3.098 -2.571 0.273
H -0.907 3.730 -3.199 0.232
H -0.933 -3.539 -1.084 0.604
H 3.063 -2.460 1.607 0.036
H -2.803 0.509 2.096 0.207
H 4.322 2.764 -1.481 0.299
H 1.043 -3.623 1.478 -0.030
H -2.572 5.877 -1.787 0.419
H 4.719 -2.044 2.052 0.320
H -4.750 4.498 -0.659 0.362
H 0.124 -3.025 2.850 0.250
H 0.919 2.366 -1.759 0.289
H 0.440 -4.325 -2.474 0.374
H -3.643 1.561 0.962 0.175
H -1.324 -6.323 0.468 0.359
H 0.276 -6.455 1.214 0.418
H -4.543 0.310 1.834 0.475
H 0.991 -4.556 2.968 0.564
H 4.199 -1.495 -1.030 0.796
H -3.011 5.561 0.708 0.496
H 2.674 -4.693 -3.447 0.381
H 3.891 -0.152 3.410 0.563
H -4.178 2.888 -0.242 0.465
H -1.173 -5.261 2.712 0.751

=====

No. 2
112
Properties=species:S:1:pos:R:3:mulliken_charge:R:1 method="wB97M-V/def2-TZVPD" lumo_ev=-0.7 relative_energy_kj_mol=79.00
Ti -1.247 0.096 0.027 0.712
S -0.626 2.260 -1.096 -0.063
F -2.732 -3.404 -1.874 -0.153
F -1.739 -4.630 -0.406 -0.170
F 0.809 -4.634 -0.633 -0.343
F 0.963 -2.868 0.588 -0.210
F 1.890 -2.929 -1.358 -0.328
F -1.114 -4.714 -2.465 -0.321
O 1.860 -0.335 0.103 -0.342
O -1.103 -1.732 -0.486 0.370
O 1.435 0.245 -2.055 -0.645
N 0.516 1.878 1.526 0.890
N -3.643 -0.518 -0.098 1.853
N -1.455 0.742 -3.154 -1.971
N -2.108 0.157 -2.104 1.755
N -2.380 2.200 2.309 -0.362
N 0.074 2.066 2.791 -0.033
N -2.585 1.807 1.033 1.488
N -1.694 -0.815 2.377 0.560
N -1.449 0.103 3.363 0.051
N -0.200 2.559 -3.692 -0.425
C -0.260 -2.224 -2.753 -1.690
C 1.920 3.241 2.644 -1.159
C -3.141 -0.526 -2.401 -0.997
C 6.758 -1.094 -0.719 1.650
C 6.875 -1.473 0.758 -1.999
C -3.681 4.004 -1.565 -1.732
C -1.146 -4.293 2.445 -1.798
C -3.159 3.245 2.612 -0.661
C -1.948 -1.973 3.039 -0.230
C 3.027 -0.395 -0.615 -0.052
C -4.043 -0.901 -1.315 0.684
C 0.797 -3.286 -0.663 0.561
C 2.488 2.786 0.194 3.008
C -3.496 2.653 0.521 -0.451
C 4.282 -0.754 -0.178 -0.517
C 3.770 -0.017 -2.864 -2.516
C -5.477 2.359 -0.997 -1.593
C -3.979 2.655 -0.903 2.183
C 7.675 0.110 -0.976 -1.630
C 7.232 -2.287 -1.560 -1.688
C -2.354 -3.368 2.595 0.795
C -4.499 -0.598 0.910 -1.041
C 2.768 -0.046 -1.921 1.213
C -0.526 -2.701 -1.309 1.707
C 1.644 2.599 1.425 -0.317
C -3.376 -3.464 1.472 -1.481
C -3.896 3.571 1.499 -0.931
C -1.529 -3.883 -1.490 0.074
C -5.787 -1.094 0.758 -0.793
C -1.513 -0.455 4.573 -0.340
C 0.889 2.882 3.473 -0.698
C 3.960 2.505 0.500 -2.085
C -0.776 1.783 -2.750 0.569
C 2.334 4.217 -0.338 -1.850
C -1.825 -1.777 4.419 -1.584
C 5.046 -0.362 -2.429 -0.117
C 5.323 -0.731 -1.107 0.577
C -5.292 -1.452 -1.550 -0.909
C -6.177 -1.555 -0.486 -0.889
B -1.311 1.627 3.239 -1.438
B 0.857 0.066 -0.782 0.644
H 7.913 -1.720 0.987 0.443
H -3.082 -2.909 0.588 -0.100
H -2.878 -3.736 3.481 0.659
H -3.118 3.681 3.597 0.481
H 4.555 2.532 -0.416 0.479
H -1.484 -5.320 2.294 0.390
H -4.614 4.367 1.394 0.586
H -1.495 2.092 4.333 -0.186
H 2.703 4.941 0.392 0.399
H -1.358 0.145 5.454 0.504
H 4.358 3.259 1.183 0.425
H -7.165 -1.970 -0.637 0.497
H 2.758 3.877 2.873 0.585
H -4.195 4.814 -1.041 0.370
H -6.055 3.165 -0.536 0.398
H -3.424 -0.671 -3.438 0.315
H 3.574 0.257 -3.892 0.537
H -0.111 -1.154 -2.775 0.336
H -5.747 1.431 -0.496 0.229
H 0.608 -2.707 -3.191 0.428
H 6.584 -3.151 -1.402 0.375
H 7.670 0.402 -2.027 0.329
H -4.034 4.000 -2.599 0.424
H -0.533 -4.262 3.348 0.460
H -4.338 -3.087 1.816 0.382
H 1.290 4.447 -0.548 0.344
H 7.355 0.972 -0.386 0.325
H -1.976 -2.520 5.184 0.562
H 0.665 3.144 4.494 0.473
H 6.265 -2.345 1.000 0.358
H -6.454 -1.126 1.608 0.490
H 5.852 -0.345 -3.151 0.431
H 4.092 1.529 0.963 0.367
H 4.429 -1.035 0.855 0.582
H -3.514 -4.507 1.187 0.531
H -0.218 2.227 -4.642 0.257
H 8.704 -0.132 -0.700 0.460
H 2.144 2.117 -0.586 -0.488
H -2.613 4.218 -1.562 0.319
H 0.539 3.177 -3.411 0.252
H -3.429 1.893 -1.443 -1.016
H -5.565 -1.770 -2.548 0.554
H -1.117 -2.438 -3.387 0.254
H -5.784 2.289 -2.044 0.365
H -4.132 -0.258 1.871 0.128
H 8.251 -2.565 -1.281 0.459
H 7.227 -2.053 -2.626 0.322
H 6.577 -0.650 1.411 0.380
H 2.914 4.343 -1.257 0.418
H -0.517 -4.018 1.610 0.332

=====

No. 3
111
Properties=species:S:1:pos:R:3:mulliken_charge:R:1 method="wB97M-V/def2-TZVPD" lumo_ev=-3.6 total_charge=+1 relative_energy_kj_mol=17.73
Rh 0.015 0.149 0.168 -1.464
S 0.512 1.937 -1.290 -0.703
S -0.139 -1.942 1.253 -0.502
S -1.416 -0.647 -1.370 -0.492
Si 1.841 2.875 0.361 0.779
F -2.291 3.288 2.463 -0.270
F 0.647 1.714 4.823 -0.263
F -2.135 -0.726 3.139 -0.297
F -3.358 1.741 3.528 -0.266
F -0.141 -0.683 3.997 -0.197
F -2.737 1.412 1.483 -0.199
F 0.217 3.398 3.549 -0.154
F -1.220 2.800 5.055 -0.256
F -1.795 0.190 5.075 -0.274
O -0.155 1.225 2.063 0.504
N 2.264 -1.566 0.266 1.080
N 1.545 -3.061 -2.127 -0.203
N 3.599 -1.455 0.262 -0.474
N 3.259 -0.634 -2.501 -0.064
N 2.229 -0.032 -1.892 0.715
N 0.749 -2.062 -1.728 0.353
C 3.225 3.681 -0.632 0.482
C 1.967 -5.154 -3.230 2.434
C 3.615 -2.862 2.174 -0.851
C -1.272 0.023 3.853 0.199
C 1.620 3.037 -3.964 -1.692
C 3.211 5.048 -0.934 -0.541
C -2.618 -2.907 -3.113 -1.946
C 3.258 1.139 -4.075 -0.429
C 4.346 2.947 -1.043 0.452
C 2.831 -5.547 -2.027 -1.562
C 5.487 -1.909 -3.394 -1.660
C 6.368 -2.975 0.300 -1.505
C 2.222 1.771 -3.446 -0.089
C 5.782 -1.870 1.192 2.505
C 5.328 4.889 -2.059 -0.809
C 1.015 -4.039 -2.815 -0.314
C 5.379 3.536 -1.755 -0.664
C -0.986 1.372 3.113 0.469
C 6.367 -1.991 2.601 -2.096
C -0.340 2.339 4.158 0.382
C -0.362 -4.026 -3.159 -0.436
C 6.137 -0.489 0.636 -1.326
C 1.749 1.150 -2.269 0.314
C 1.494 -3.734 3.219 -1.759
C 3.802 -0.049 -3.545 -0.027
C 4.244 5.645 -1.642 -0.657
C -2.370 1.958 2.657 0.358
C -0.549 -1.970 -2.015 0.871
C 2.855 -4.617 -4.358 -1.262
C 1.554 -2.187 1.223 0.832
C 4.272 -2.049 1.211 -0.434
C 2.740 1.644 1.420 0.314
C 2.255 -2.954 2.198 0.340
C 4.604 -1.143 -5.615 -1.746
C -1.162 -2.989 -2.792 0.538
C 1.213 -6.385 -3.734 -2.315
C 5.003 -0.707 -4.199 2.313
C 6.144 0.319 -4.272 -1.717
C 0.602 4.169 0.827 -1.435
B 1.387 -0.912 -0.856 1.830
H -0.783 -4.849 -3.718 0.477
H 6.299 -2.396 -3.933 0.612
H -2.930 -3.748 -3.727 0.392
H 7.429 -1.746 2.570 0.448
H 6.463 0.614 -3.270 0.219
H 3.530 -6.332 -2.319 0.453
H 4.196 -3.382 2.923 0.384
H 5.886 -1.302 3.296 0.436
H 3.353 -3.700 -4.046 -0.097
H 0.783 -4.406 2.738 0.375
H 5.864 -1.593 -2.425 0.208
H 5.904 -2.969 -0.686 0.047
H -2.842 -1.980 -3.642 0.378
H 4.205 6.704 -1.858 0.436
H -3.206 -2.900 -2.194 0.412
H 7.220 -0.398 0.551 0.582
H 0.923 4.789 1.665 0.464
H 2.266 -4.402 -5.252 0.429
H 3.770 -1.844 -5.591 0.305
H 2.059 3.297 -4.923 0.477
H 3.395 2.272 2.035 0.990
H 0.914 -3.058 3.849 0.287
H 6.999 -0.127 -4.779 0.509
H 0.459 4.801 -0.050 0.494
H 6.233 2.943 -2.061 0.471
H 5.867 1.218 -4.823 0.348
H 3.390 1.019 0.807 -1.083
H 4.424 1.890 -0.812 -0.075
H 6.138 5.355 -2.604 0.417
H 0.631 -6.174 -4.631 0.443
H 6.286 -3.002 3.000 0.407
H 5.693 -0.325 -0.343 -0.154
H 3.398 -4.694 -1.658 0.093
H 1.800 3.855 -3.264 0.295
H 4.321 -0.296 -6.240 0.346
H -0.343 3.716 1.094 0.151
H 7.442 -2.832 0.182 0.442
H 4.695 -2.634 -3.217 -0.023
H 2.168 -4.316 3.842 0.445
H 1.934 -7.160 -3.994 0.426
H 3.614 -5.355 -4.622 0.461
H 2.383 5.669 -0.619 0.317
H 2.214 -5.928 -1.212 0.409
H 5.783 0.298 1.304 0.322
H 6.207 -3.959 0.745 0.409
H 5.449 -1.638 -6.094 0.500
H 0.548 -6.795 -2.972 0.468
H 2.119 1.042 2.080 -0.126
H 3.671 1.563 -4.980 0.482
H 0.541 2.935 -4.084 0.377

=====

No. 4
99
Properties=species:S:1:pos:R:3:mulliken_charge:R:1 method="wB97M-V/def2-TZVPD" lumo_ev=1.6 total_charge=-1 relative_energy_kj_mol=195.76
O 2.235 -0.392 -0.693 -0.595
O 7.384 1.111 -3.671 -0.629
O 3.087 -1.390 1.206 -0.666
O 5.278 0.605 -4.107 -0.599
N -2.955 -0.842 -1.831 0.244
N -0.534 -0.605 -1.580 -0.167
N 0.175 -0.478 1.216 0.788
N 6.298 0.603 -3.332 1.015
N 0.486 1.694 -0.299 1.378
C 5.700 -1.064 0.425 -0.605
C -1.100 0.800 4.838 -1.615
C 2.431 1.657 -3.555 -0.828
C 6.118 -0.042 -2.053 -0.295
C -3.358 3.132 0.624 -1.740
C -5.407 -2.295 -1.102 -0.928
C -1.849 4.066 -1.773 -0.099
C -0.354 -2.192 4.405 -0.023
C 0.510 -3.747 2.807 -0.232
C 3.177 -0.915 0.086 0.442
C 4.601 -0.838 -0.451 0.000
C 0.247 -2.885 1.744 -0.084
C 0.347 -3.445 0.310 2.256
C 0.301 -3.419 4.141 -1.824
C -0.111 3.649 -3.353 -0.326
C 4.783 -0.337 -1.723 0.075
C -1.657 -0.700 -1.895 0.939
C -1.431 4.620 1.291 -1.770
C -4.305 -2.044 -0.088 -0.327
C -3.827 -1.242 -2.979 -0.650
C -3.597 -0.748 -0.500 -0.016
C -0.620 -1.301 3.394 -0.092
C -0.090 -1.547 2.083 0.460
C -1.198 3.330 -0.774 0.309
C -1.367 4.193 -3.099 -1.503
C 2.125 2.829 -2.618 0.652
C -1.822 3.278 0.593 3.204
C -2.936 -0.632 4.146 -1.487
C -4.890 -2.301 -2.549 -0.619
C 1.525 -4.439 0.169 -1.916
C 0.031 2.735 -1.092 -0.625
C 0.638 3.067 -2.350 -0.804
C -1.578 -0.122 3.701 2.023
C 7.000 -0.845 0.012 -0.487
C 0.608 0.616 1.807 0.051
C -0.904 -4.184 -0.178 -0.932
C 3.098 2.775 -1.460 -1.387
C 0.700 1.784 1.008 -1.281
C 7.258 -0.342 -1.273 -0.747
Be 0.619 -0.087 -0.452 -0.448
H 1.735 -4.701 -0.892 0.422
H -2.022 4.733 -3.825 0.280
H -0.581 -1.898 5.446 0.230
H 1.354 -5.445 0.659 0.361
H -1.678 1.756 4.884 0.370
H -3.713 0.179 4.156 0.354
H 1.050 0.725 2.813 0.251
H -4.323 0.067 -0.472 0.272
H -0.354 4.744 1.464 0.330
H 8.248 -0.166 -1.690 0.481
H -4.344 -0.376 -3.456 0.337
H -1.384 2.431 1.102 -1.359
H 2.439 0.664 -3.031 -0.216
H -2.917 -0.980 5.184 0.394
H -1.304 -4.891 0.573 0.314
H 3.429 1.782 -4.058 0.319
H -5.982 -3.228 -0.881 0.375
H 0.549 -2.550 -0.278 -1.026
H -4.489 -3.329 -2.732 0.307
H -1.731 0.438 2.767 -0.688
H -5.771 -2.393 -3.224 0.353
H 2.462 -3.996 0.567 0.365
H -2.866 -0.540 0.284 -0.221
H -1.725 -3.447 -0.314 -0.345
H 5.483 -1.479 1.394 0.505
H -3.624 -2.904 -0.008 0.058
H -3.329 -1.492 3.534 0.300
H -3.908 4.073 0.614 0.506
H 2.345 3.753 -3.167 0.596
H -6.245 -1.581 -1.006 0.355
H 1.712 1.590 -4.394 0.471
H 0.866 -4.766 2.607 0.157
H -3.199 -1.685 -3.798 0.359
H -1.231 0.231 5.771 0.421
H -3.665 2.694 1.577 0.413
H -1.930 4.721 2.270 0.428
H -2.802 4.527 -1.476 0.293
H -0.007 1.063 4.673 0.279
H 0.888 2.774 1.480 0.051
H -4.721 -1.910 0.912 0.351
H 4.170 2.869 -1.785 0.359
H 3.028 1.855 -0.864 -0.064
H -0.782 -4.780 -1.100 0.383
H -3.824 2.460 -0.146 0.255
H 4.017 -0.215 -2.468 0.739
H -1.767 5.494 0.742 0.386
H 7.796 -1.125 0.699 0.361
H 0.296 3.674 -4.357 0.455
H 2.932 3.621 -0.804 0.449
H 0.548 -4.163 4.881 0.380

=====

Number 1: DFT total energy -57055.047 eV, frontier orbital gap 7.054 eV. Number 2: DFT total energy -113913.524 eV, frontier orbital gap 6.992 eV. Number 3: DFT total energy -120769.036 eV, frontier orbital gap 7.151 eV. Number 4: DFT total energy -57296.434 eV, frontier orbital gap 3.618 eV.